Molecular formula: C25H23N5O2S
Method: DFT, the ωB97M-V functional and the def2-TZVPD basis

Computed properties:
Highest occupied orbital energy, eV: -7.6854
SMILES: O=c1c2c(-c3ccccc3)csc2nc2c3ccccc3c(NCCN3CCOCC3)nn12
Frontier orbital gap, eV: 7.53
Spin multiplicity: 1
Calculated total energy, eV: -48679.208
Energy relative to the best compared isomer or geometry (same formula, charge and spin), kJ/mol: 0.00

Bonds (Å) are listed after each position.
Atoms and positions in Å:
1 O 1.51449 -0.08989 -1.95540  C2 1.209
2 C 1.41530 -1.24180 -1.60250  O1 1.209, C3 1.438, N33 1.434
3 C 2.20600 -2.37470 -2.00187  C2 1.438, C4 1.431, C13 1.394
4 C 3.29658 -2.42175 -2.92654  C3 1.431, C5 1.466, C11 1.360
5 C 3.90244 -1.26673 -3.59571  C4 1.466, C6 1.391, C10 1.392
6 C 4.27406 -0.13864 -2.87166  C5 1.391, C7 1.382, H34 1.079
7 C 4.86215 0.93519 -3.51292  C6 1.382, C8 1.385, H35 1.080
8 C 5.08798 0.89591 -4.87857  C7 1.385, C9 1.385, H36 1.080
9 C 4.72681 -0.22693 -5.60389  C8 1.385, C10 1.382, H37 1.081
10 C 4.14065 -1.30453 -4.96660  C5 1.392, C9 1.382, H38 1.081
11 C 3.72975 -3.69737 -3.11538  C4 1.360, S12 1.730, H39 1.072
12 S 2.87368 -4.88058 -2.18841  C11 1.730, C13 1.732
13 C 1.86889 -3.63846 -1.52035  C3 1.394, S12 1.732, N14 1.335
14 N 0.88748 -3.90670 -0.65660  C13 1.335, C15 1.307
15 C 0.17383 -2.89062 -0.24891  N14 1.307, C16 1.447, N33 1.367
16 C -0.90316 -3.11087 0.69152  C15 1.447, C17 1.397, C21 1.406
17 C -1.15431 -4.39347 1.18536  C16 1.397, C18 1.376, H40 1.078
18 C -2.17964 -4.59738 2.07978  C17 1.376, C19 1.392, H41 1.079
19 C -2.96685 -3.52666 2.49476  C18 1.392, C20 1.378, H42 1.080
20 C -2.73135 -2.25668 2.01375  C19 1.378, C21 1.397, H43 1.080
21 C -1.69771 -2.02633 1.10261  C16 1.406, C20 1.397, C22 1.458
22 C -1.36352 -0.72727 0.53232  C21 1.458, N23 1.352, N32 1.298
23 N -2.12258 0.35885 0.79939  C22 1.352, C24 1.443, H44 1.006
24 C -1.75260 1.67505 0.33843  N23 1.443, C25 1.546, H45 1.090, H46 1.093
25 C -0.93848 2.48244 1.37581  C24 1.546, N26 1.446, H47 1.094, H48 1.091
26 N -1.68567 3.24941 2.34692  C25 1.446, C27 1.450, C31 1.448
27 C -2.39399 4.39762 1.81425  N26 1.450, C28 1.530, H49 1.091, H50 1.104
28 C -2.86832 5.25839 2.98726  C27 1.530, O29 1.409, H51 1.091, H52 1.100
29 O -3.70282 4.52512 3.85433  C28 1.409, C30 1.407
30 C -3.02726 3.39516 4.35132  O29 1.407, C31 1.531, H53 1.092, H54 1.100
31 C -2.56142 2.48526 3.21094  N26 1.448, C30 1.531, H55 1.092, H56 1.106
32 N -0.36494 -0.56550 -0.28118  C22 1.298, N33 1.344
33 N 0.38707 -1.60867 -0.67317  C2 1.434, C15 1.367, N32 1.344
34 H 4.10409 -0.10575 -1.80702  C6 1.079
35 H 5.14526 1.80827 -2.94353  C7 1.080
36 H 5.54423 1.73862 -5.37736  C8 1.080
37 H 4.90018 -0.26239 -6.66986  C9 1.081
38 H 3.84734 -2.17700 -5.53292  C10 1.081
39 H 4.53812 -4.01961 -3.74173  C11 1.072
40 H -0.52535 -5.19920 0.84356  C17 1.078
41 H -2.37631 -5.58726 2.46237  C18 1.079
42 H -3.76935 -3.69147 3.19820  C19 1.080
43 H -3.35890 -1.44475 2.35102  C20 1.080
44 H -2.79372 0.29598 1.54583  N23 1.006
45 H -1.14238 1.52853 -0.55273  C24 1.090
46 H -2.66222 2.21808 0.07053  C24 1.093
47 H -0.29197 1.78944 1.92194  C25 1.094
48 H -0.29726 3.18569 0.84138  C25 1.091
49 H -1.71402 4.97486 1.18593  C27 1.091
50 H -3.27437 4.10796 1.21433  C27 1.104
51 H -3.46107 6.10374 2.63427  C28 1.091
52 H -1.99135 5.62775 3.53884  C28 1.100
53 H -3.73448 2.87590 5.00077  C30 1.092
54 H -2.15133 3.70974 4.93764  C30 1.100
55 H -2.00912 1.63712 3.62189  C31 1.092
56 H -3.45858 2.11891 2.67757  C31 1.106

Atomic partial charges in e from the Löwdin method, atoms 1 to 8: O 0.0909; C -0.3392; C -0.1025; C -0.2254; C -0.1810; C -0.0301; C -0.0750; C -0.0937